(1)
{
  "formula": "C48H62BF5N8OS5V",
  "method": "ωB97M-V with the def2-TZVPD basis set",
  "s_squared": 0.7851,
  "energy_ha": -5838.7220,
  "e_above_lowest_kj_mol": 181.1,
  "multiplicity": 2,
  "total_charge": 0,
  "lumo_energy_ev": [-0.31, -0.27],
  "symbols": ["V", "C", "C", "C", "C", "N", "N", "B", "N", "N", "C", "C", "C", "C", "C", "S", "C", "C", "C", "C", "N", "N", "C", "C", "C", "C", "C", "S", "C", "C", "C", "C", "C", "S", "C", "C", "C", "C", "H", "H", "H", "H", "H", "H", "H", "H", "H", "H", "H", "H", "H", "H", "H", "H", "H", "H", "H", "H", "H", "H", "H", "H", "H", "H", "H", "H", "H", "H", "H", "H", "H", "H", "H", "H", "H", "H", "H", "C", "C", "C", "C", "H", "H", "H", "H", "H", "H", "H", "H", "H", "C", "C", "C", "N", "C", "S", "N", "C", "O", "C", "C", "C", "C", "C", "C", "H", "H", "H", "H", "H", "H", "H", "H", "H", "H", "H", "H", "H", "H", "F", "C", "C", "F", "C", "F", "C", "S", "C", "F", "C", "F"],
  "coordinates": [[-0.118, -1.911, 0.749], [4.950, -1.058, -0.316], [4.003, -0.037, 0.221], [4.377, 1.243, 0.499], [3.415, 2.164, 0.981], [2.177, 1.814, 1.179], [1.793, 0.561, 0.923], [0.319, 0.156, 1.267], [-0.676, 0.959, 0.500], [-0.162, 1.699, -0.493], [-0.944, 2.361, -1.318], [-2.331, 2.271, -1.262], [-2.897, 1.529, -0.227], [-4.390, 1.419, -0.147], [-2.048, 0.913, 0.680], [-2.717, 0.003, 2.044], [-0.228, 3.342, -2.240], [-0.193, 4.680, -1.480], [1.202, 2.876, -2.527], [-0.971, 3.543, -3.562], [0.107, 0.380, 2.791], [-0.094, 1.655, 3.131], [-0.376, 1.967, 4.362], [-0.393, 0.974, 5.373], [-0.190, -0.332, 5.043], [-0.253, -1.440, 6.042], [0.024, -0.639, 3.667], [0.085, -2.226, 3.083], [-0.685, 3.426, 4.671], [0.485, 4.002, 5.482], [-0.866, 4.216, 3.371], [-1.983, 3.503, 5.486], [2.639, -0.375, 0.456], [2.072, -1.960, 0.174], [3.827, 3.598, 1.279], [4.911, 3.586, 2.366], [2.632, 4.406, 1.782], [4.369, 4.239, -0.006], [5.971, -0.682, -0.301], [4.673, -1.307, -1.344], [4.888, -1.979, 0.264], [5.406, 1.547, 0.359], [-2.971, 2.777, -1.970], [-4.856, 2.287, -0.612], [-4.737, 1.331, 0.878], [-4.719, 0.530, -0.692], [0.300, 4.556, -0.516], [-1.207, 5.044, -1.305], [0.348, 5.429, -2.062], [1.723, 2.652, -1.597], [1.746, 3.654, -3.066], [1.194, 1.970, -3.139], [-1.941, 4.019, -3.410], [-1.124, 2.593, -4.074], [-0.385, 4.192, -4.215], [-0.590, 1.249, 6.401], [-0.422, -1.046, 7.044], [0.670, -2.021, 6.027], [-1.058, -2.130, 5.783], [1.420, 3.894, 4.929], [0.591, 3.481, 6.436], [0.322, 5.062, 5.686], [0.010, 4.120, 2.734], [-1.038, 5.270, 3.596], [-1.722, 3.829, 2.814], [-1.862, 3.084, 6.487], [-2.782, 2.959, 4.978], [-2.289, 4.545, 5.594], [4.537, 3.090, 3.264], [5.186, 4.609, 2.628], [5.814, 3.068, 2.038], [2.266, 3.989, 2.721], [1.818, 4.368, 1.060], [2.925, 5.445, 1.942], [5.224, 3.693, -0.405], [4.690, 5.262, 0.198], [3.591, 4.267, -0.772], [-5.345, -2.026, 1.749], [-3.931, -2.477, 2.106], [-3.737, -3.966, 1.821], [-2.901, -1.676, 1.315], [-6.082, -2.552, 2.356], [-5.553, -2.249, 0.699], [-5.471, -0.954, 1.908], [-3.758, -2.294, 3.173], [-3.822, -4.161, 0.750], [-4.490, -4.556, 2.344], [-2.751, -4.298, 2.145], [-3.198, -1.565, 0.271], [-1.934, -2.198, 1.369], [-2.935, -2.730, -4.227], [-2.832, -1.411, -4.987], [-2.223, -0.277, -4.156], [-0.794, -0.431, -3.932], [-0.227, -0.966, -2.840], [-1.131, -1.332, -1.478], [1.134, -1.145, -2.832], [2.070, -1.242, -3.858], [3.236, -1.020, -3.627], [1.588, -1.711, -5.192], [1.968, -1.040, -6.349], [1.527, -1.491, -7.584], [0.733, -2.627, -7.664], [0.386, -3.321, -6.512], [0.809, -2.864, -5.275], [-3.382, -3.501, -4.856], [-3.552, -2.612, -3.336], [-1.954, -3.077, -3.905], [-3.827, -1.091, -5.306], [-2.227, -1.549, -5.889], [-2.707, -0.209, -3.183], [-2.365, 0.665, -4.688], [-0.208, -0.317, -4.744], [1.540, -1.229, -1.890], [2.600, -0.165, -6.267], [1.812, -0.963, -8.484], [0.393, -2.980, -8.629], [-0.213, -4.219, -6.575], [0.554, -3.406, -4.371], [2.030, -9.262, 1.935], [1.481, -8.125, 1.499], [0.451, -8.147, 0.579], [0.002, -9.323, 0.125], [-0.113, -6.969, 0.129], [-1.112, -7.062, -0.753], [0.314, -5.706, 0.558], [-0.464, -4.281, -0.065], [1.370, -5.736, 1.481], [1.884, -4.602, 1.938], [1.938, -6.903, 1.952], [2.931, -6.852, 2.846]]
}

(2)
{
  "formula": "C48H63BrN13O10PS3",
  "method": "ωB97M-V with the def2-TZVPD basis set",
  "energy_ha": -7440.8408,
  "smiles": "C[C@](Br)(C[C@H]1CO1)O[C@@](CCSc1nnco1)([C@H](OC#N)O[C@](S)(CCCS(=O)(=O)O)CC(N)(N)N)P(=N)(O)O.c1ccncc1.c1ccncc1.c1ccncc1.c1ccncc1.c1ccncc1.c1ccncc1",
  "multiplicity": 1,
  "total_charge": 0,
  "lumo_energy_ev": -0.02,
  "symbols": ["C", "C", "Br", "C", "C", "C", "O", "O", "C", "C", "C", "S", "C", "N", "N", "C", "O", "C", "O", "C", "N", "O", "C", "S", "C", "C", "C", "S", "O", "O", "O", "C", "C", "N", "N", "N", "P", "N", "O", "O", "H", "H", "H", "H", "H", "H", "H", "H", "H", "H", "H", "H", "H", "H", "H", "H", "H", "H", "H", "H", "H", "H", "H", "H", "H", "H", "H", "H", "H", "H", "H", "H", "H", "N", "C", "C", "C", "C", "C", "H", "H", "H", "H", "H", "N", "C", "C", "C", "C", "C", "H", "H", "H", "H", "H", "N", "C", "C", "C", "C", "C", "H", "H", "H", "H", "H", "N", "C", "C", "C", "C", "C", "H", "H", "H", "H", "H", "N", "C", "C", "C", "C", "C", "H", "H", "H", "H", "H", "N", "C", "C", "C", "C", "C", "H", "H", "H", "H", "H"],
  "coordinates": [[4.792, 0.513, -5.682], [3.516, 1.365, -5.864], [2.838, 0.935, -7.674], [3.970, 2.848, -5.989], [4.588, 3.294, -4.635], [4.774, 4.824, -4.528], [3.714, 3.940, -3.784], [2.602, 1.406, -4.827], [1.824, 0.331, -4.400], [2.510, -0.997, -4.039], [3.640, -0.885, -2.988], [5.065, -1.970, -3.384], [4.671, -3.500, -2.621], [5.521, -4.095, -1.851], [4.969, -5.290, -1.450], [3.792, -5.316, -2.003], [3.524, -4.245, -2.743], [1.076, 0.861, -3.098], [1.839, 2.012, -2.595], [1.166, 3.120, -2.736], [0.567, 4.058, -3.038], [0.931, -0.132, -2.176], [-0.006, 0.088, -1.130], [0.521, 1.288, 0.167], [0.112, -1.251, -0.323], [1.472, -1.470, 0.379], [1.715, -2.986, 0.592], [0.957, -3.527, 2.114], [-0.373, -3.960, 1.779], [0.974, -2.502, 3.127], [1.857, -4.743, 2.681], [-1.485, 0.121, -1.572], [-2.275, 1.383, -1.947], [-3.732, 1.059, -1.750], [-2.102, 2.581, -1.174], [-2.142, 1.711, -3.394], [0.373, -0.147, -5.502], [-0.832, -0.721, -4.677], [0.879, -1.287, -6.565], [-0.027, 1.208, -6.250], [5.554, 0.942, -6.333], [4.650, -0.520, -6.003], [5.172, 0.518, -4.661], [4.767, 2.955, -6.721], [3.120, 3.512, -6.134], [5.373, 2.681, -4.194], [4.004, 5.497, -4.896], [5.146, 5.213, -3.581], [1.798, -1.764, -3.731], [2.958, -1.394, -4.957], [4.015, 0.128, -2.849], [3.253, -1.268, -2.043], [3.146, -6.162, -1.826], [0.099, 1.255, -3.413], [0.572, 2.511, -0.396], [-0.081, -2.061, -1.031], [-0.639, -1.247, 0.471], [2.302, -1.010, -0.158], [1.491, -1.025, 1.377], [1.338, -3.565, -0.251], [2.793, -3.169, 0.654], [2.499, -4.299, 3.257], [-2.053, -0.391, -0.795], [-1.548, -0.547, -2.443], [-3.943, 1.288, -0.780], [-3.883, 0.056, -1.815], [-1.240, 3.067, -1.358], [-2.905, 3.187, -1.224], [-2.512, 0.909, -3.902], [-2.837, 2.437, -3.531], [-1.088, -1.653, -4.973], [0.588, -2.148, -6.252], [-0.992, 1.255, -6.287], [-4.656, -1.754, -0.311], [-3.607, -2.529, -0.026], [-3.229, -2.879, 1.262], [-3.985, -2.394, 2.317], [-5.080, -1.590, 2.045], [-5.371, -1.302, 0.720], [-3.043, -2.881, -0.884], [-2.364, -3.509, 1.427], [-3.724, -2.643, 3.339], [-5.696, -1.194, 2.841], [-6.220, -0.678, 0.461], [-8.040, -5.801, 3.236], [-7.479, -5.059, 2.281], [-6.134, -5.120, 1.950], [-5.324, -5.995, 2.654], [-5.884, -6.772, 3.653], [-7.242, -6.638, 3.901], [-8.150, -4.384, 1.759], [-5.731, -4.497, 1.163], [-4.267, -6.069, 2.427], [-5.281, -7.464, 4.221], [-7.726, -7.229, 4.670], [5.668, 7.890, -5.140], [5.575, 8.293, -3.873], [6.397, 9.255, -3.307], [7.376, 9.830, -4.099], [7.492, 9.423, -5.419], [6.616, 8.456, -5.887], [4.796, 7.815, -3.287], [6.272, 9.544, -2.272], [8.040, 10.584, -3.695], [8.243, 9.846, -6.071], [6.668, 8.110, -6.913], [0.920, 3.789, 3.792], [0.721, 4.060, 5.083], [-0.405, 3.665, 5.791], [-1.382, 2.950, 5.118], [-1.197, 2.660, 3.776], [-0.033, 3.099, 3.165], [1.510, 4.625, 5.567], [-0.513, 3.912, 6.835], [-2.278, 2.624, 5.634], [-1.935, 2.104, 3.213], [0.150, 2.887, 2.118], [-3.368, -8.964, 4.144], [-2.288, -8.432, 3.571], [-1.033, -8.413, 4.160], [-0.890, -8.977, 5.417], [-2.000, -9.534, 6.030], [-3.209, -9.503, 5.353], [-2.447, -7.999, 2.589], [-0.192, -7.967, 3.645], [0.073, -8.982, 5.911], [-1.931, -9.983, 7.011], [-4.103, -9.929, 5.795], [-2.015, 5.195, 8.126], [-2.163, 4.702, 9.356], [-3.378, 4.638, 10.020], [-4.505, 5.116, 9.371], [-4.372, 5.633, 8.093], [-3.111, 5.648, 7.518], [-1.254, 4.341, 9.827], [-3.439, 4.225, 11.017], [-5.473, 5.085, 9.855], [-5.227, 6.017, 7.553], [-2.960, 6.041, 6.518]]
}

(3)
{
  "formula": "C48H64BN11O5P",
  "method": "ωB97M-V with the def2-TZVPD basis set",
  "energy_ha": -3211.7576,
  "multiplicity": 1,
  "total_charge": 1,
  "lumo_energy_ev": -3.32,
  "symbols": ["C", "C", "C", "C", "C", "C", "N", "O", "B", "O", "O", "P", "O", "O", "C", "C", "H", "H", "H", "H", "H", "H", "H", "H", "H", "H", "H", "H", "H", "H", "N", "C", "C", "C", "C", "H", "H", "H", "H", "H", "N", "C", "C", "C", "C", "H", "H", "H", "H", "H", "N", "C", "C", "C", "C", "H", "H", "H", "H", "H", "N", "C", "C", "C", "C", "H", "H", "H", "H", "H", "N", "C", "C", "C", "C", "H", "H", "H", "H", "H", "N", "C", "C", "C", "C", "H", "H", "H", "H", "H", "N", "C", "C", "C", "C", "H", "H", "H", "H", "H", "N", "C", "C", "C", "C", "H", "H", "H", "H", "H", "N", "C", "C", "C", "C", "H", "H", "H", "H", "H", "N", "C", "C", "C", "C", "H", "H", "H", "H", "H"],
  "coordinates": [[2.274, -0.201, 1.409], [0.709, -0.148, 0.988], [-0.324, -1.217, 1.421], [-1.852, -1.141, 1.042], [-2.240, 0.103, 0.163], [-3.765, 0.399, -0.299], [-4.147, 1.689, 0.432], [-4.440, 2.726, -0.415], [-3.694, 3.933, -0.105], [-3.147, 4.682, -1.230], [-3.480, 4.487, 1.196], [-5.652, 1.459, 1.458], [-5.627, 2.783, 2.570], [-5.347, 0.088, 2.476], [-1.191, 1.174, -0.301], [0.314, 1.085, 0.084], [2.972, 0.036, 0.534], [2.418, 0.642, 2.190], [2.519, -1.196, 1.922], [0.024, -2.100, 2.047], [-2.626, -1.908, 1.374], [-3.880, 0.483, -1.429], [-4.457, -0.435, 0.081], [-3.389, 1.904, 1.123], [-2.939, 3.968, -1.890], [-2.547, 4.800, 1.230], [-4.727, 2.878, 2.973], [-4.996, 0.439, 3.331], [-1.502, 2.072, -0.939], [1.083, 1.871, -0.247], [-4.135, -5.965, 1.173], [-5.279, -6.121, 0.437], [-6.087, -5.035, 0.672], [-5.403, -4.190, 1.581], [-4.200, -4.788, 1.870], [-3.365, -6.614, 1.198], [-5.420, -6.989, -0.189], [-7.062, -4.868, 0.238], [-5.752, -3.248, 1.979], [-3.388, -4.479, 2.511], [5.076, 2.392, 1.775], [4.239, 3.045, 0.910], [4.237, 4.377, 1.246], [5.110, 4.535, 2.351], [5.615, 3.293, 2.654], [5.266, 1.401, 1.765], [3.717, 2.507, 0.133], [3.670, 5.153, 0.751], [5.343, 5.454, 2.868], [6.309, 2.974, 3.417], [-0.165, -1.172, 4.977], [0.632, -2.287, 4.982], [0.370, -2.990, 6.132], [-0.626, -2.277, 6.845], [-0.939, -1.162, 6.107], [-0.180, -0.470, 4.254], [1.317, -2.481, 4.170], [0.842, -3.915, 6.428], [-1.066, -2.551, 7.792], [-1.643, -0.364, 6.288], [6.937, -1.292, -0.379], [6.676, -1.300, 0.965], [5.489, -1.966, 1.162], [5.022, -2.379, -0.110], [5.936, -1.952, -1.041], [7.741, -0.867, -0.813], [7.353, -0.831, 1.663], [5.012, -2.137, 2.116], [4.116, -2.929, -0.320], [5.961, -2.060, -2.115], [-4.341, -8.605, -2.427], [-3.412, -8.658, -3.431], [-4.084, -8.715, -4.627], [-5.470, -8.690, -4.334], [-5.599, -8.619, -2.969], [-4.132, -8.562, -1.443], [-2.356, -8.652, -3.209], [-3.629, -8.768, -5.604], [-6.284, -8.720, -5.044], [-6.474, -8.578, -2.338], [4.473, -5.490, 2.012], [4.097, -6.332, 1.001], [3.012, -7.056, 1.433], [2.720, -6.631, 2.752], [3.636, -5.661, 3.082], [5.246, -4.843, 1.975], [4.632, -6.344, 0.063], [2.487, -7.807, 0.862], [1.927, -6.993, 3.390], [3.765, -5.082, 3.984], [-2.085, -9.689, -7.992], [-2.275, -11.040, -7.878], [-1.093, -11.663, -8.195], [-0.153, -10.649, -8.506], [-0.792, -9.442, -8.370], [-2.786, -8.986, -7.823], [-3.233, -11.441, -7.583], [-0.923, -12.729, -8.201], [0.878, -10.788, -8.798], [-0.440, -8.431, -8.509], [6.020, 7.326, -0.253], [6.574, 8.153, 0.688], [6.467, 9.444, 0.232], [5.819, 9.396, -1.027], [5.553, 8.076, -1.299], [5.964, 6.322, -0.185], [6.996, 7.752, 1.596], [6.815, 10.327, 0.749], [5.575, 10.234, -1.664], [5.074, 7.607, -2.146], [-5.634, 5.944, -2.034], [-5.498, 6.043, -3.394], [-6.158, 7.175, -3.805], [-6.708, 7.785, -2.651], [-6.366, 7.006, -1.573], [-5.252, 5.209, -1.470], [-4.946, 5.301, -3.951], [-6.235, 7.526, -4.823], [-7.288, 8.695, -2.612], [-6.582, 7.114, -0.521], [3.374, 11.121, 1.054], [3.344, 12.371, 0.496], [2.670, 13.204, 1.356], [2.284, 12.429, 2.478], [2.735, 11.149, 2.265], [3.802, 10.307, 0.639], [3.802, 12.559, -0.463], [2.477, 14.254, 1.196], [1.738, 12.770, 3.345], [2.655, 10.258, 2.869]]
}